A molecular structure, H3ISi in a non-equilibrium geometry, computed with ωB97M-V/def2-TZVPD.

Each line ends with the Mulliken charge.
Element x y z (Å)
I1 -0.605 -0.350 -2.141  -0.013
Si1 0.032 0.012 0.164  0.094
H1 -0.554 -1.224 0.853  -0.035
H2 -0.674 1.407 0.479  -0.026
H3 1.800 0.155 0.645  -0.020

**ΔE to the lowest compared entry with this formula, charge and spin**: 23.31 kcal per mole
**Orbital gap**: 10.04 eV
**Largest force on an atom**: 3.25 eV/Å
**E_tot**: -16026.2215 eV
**Multiplicity**: 1